A single C5H6OSi molecule. Source: OMol25; level of theory: the ωB97M-V functional and the def2-TZVPD basis.

The frontier orbital gap is 8.840 eV. Its energy relative to the best compared isomer or geometry (same formula, charge and spin) is 48.5 kcal/mol. As for the total energy: -15200.9586 eV.

XYZ file:
```
13
Properties=species:S:1:pos:R:3:forces:R:3
O -2.339647 1.469759 0.226335 0.358 -0.613 0.385
C -1.677395 0.709862 -0.454009 -0.660 1.716 -1.533
C -1.176891 -0.583851 -0.068391 3.040 -1.191 0.161
C -0.128176 -1.604407 -0.516246 -0.407 0.005 -0.266
C -0.435808 -1.351765 0.944183 0.383 1.293 -1.633
C 0.623512 -0.579943 0.178079 -2.833 -0.322 1.066
Si 1.600211 0.993967 0.172776 -1.584 0.721 0.323
H -1.532073 1.075262 -1.550485 0.289 -1.131 1.231
H 0.016708 -2.403612 -1.270397 -0.292 0.741 0.939
H -0.520471 -1.769865 1.907309 -0.093 -0.619 0.522
H 2.637159 1.274504 1.153611 -0.036 -0.259 0.738
H 0.562344 2.164587 0.221091 1.121 -0.858 -0.339
H 2.370524 0.605497 -0.943851 0.715 0.518 -1.594
```
Positions in Å, forces in eV/Å.

Atomic partial charges in e from the natural (NBO) method, atoms 1 to 2: -0.541 0.353